{
  "formula": "C29H54P2ScSi",
  "method": "the ωB97M-V functional and the def2-TZVPD basis",
  "de_lowest_kj_mol": 0.0,
  "charge": 1,
  "total_energy_ha": -2869.981164,
  "homo_lumo_gap_ev": [5.1, 5.0],
  "fmax_ev_per_a": 3.99,
  "homo_energy_ev": [-8.341, -8.231],
  "symbols": ["Sc", "C", "C", "C", "C", "C", "C", "H", "H", "H", "C", "H", "H", "H", "C", "H", "H", "H", "C", "H", "H", "H", "C", "H", "H", "H", "C", "C", "C", "C", "C", "C", "C", "C", "H", "H", "H", "H", "H", "H", "H", "H", "H", "H", "H", "H", "P", "C", "H", "H", "H", "C", "H", "H", "H", "C", "H", "H", "H", "P", "C", "H", "H", "H", "C", "H", "H", "H", "C", "H", "H", "H", "C", "Si", "C", "C", "C", "C", "H", "H", "H", "H", "H", "H", "H", "H", "H"],
  "positions_angstrom": [[1.213, -0.746, -1.340], [2.780, 1.270, 0.324], [3.070, 0.869, -1.028], [1.051, 2.006, -0.999], [1.592, 2.029, 0.312], [2.003, 1.368, -1.865], [3.641, 1.033, 1.507], [4.250, 0.127, 1.384], [3.030, 0.914, 2.414], [4.336, 1.871, 1.691], [1.029, 2.797, 1.445], [1.710, 2.807, 2.302], [0.087, 2.337, 1.763], [0.806, 3.838, 1.167], [-0.236, 2.624, -1.377], [-0.221, 3.720, -1.245], [-1.034, 2.232, -0.725], [-0.506, 2.414, -2.420], [1.917, 1.264, -3.347], [2.907, 1.418, -3.808], [1.221, 2.016, -3.743], [1.551, 0.279, -3.711], [4.399, 0.399, -1.481], [5.124, 1.229, -1.438], [4.373, 0.038, -2.512], [4.781, -0.400, -0.835], [0.854, -2.488, -0.031], [2.171, -2.068, 0.134], [3.349, -2.830, -0.419], [3.549, -2.778, -1.962], [2.545, -1.917, -2.698], [1.236, -2.346, -2.911], [0.747, -3.676, -2.360], [0.493, -3.724, -0.829], [3.293, -3.892, -0.127], [3.544, -3.813, -2.356], [4.266, -2.446, 0.055], [1.036, -4.601, -0.434], [0.043, -2.055, 0.575], [2.424, -1.356, 0.930], [-0.575, -3.944, -0.658], [-0.183, -3.950, -2.886], [0.668, -1.964, -3.769], [1.470, -4.474, -2.603], [4.565, -2.400, -2.163], [2.996, -1.198, -3.389], [-0.846, -0.707, 3.217], [-0.842, 0.353, 4.691], [-1.263, -0.219, 5.532], [-1.474, 1.225, 4.483], [0.180, 0.675, 4.944], [-2.179, -1.860, 3.573], [-2.307, -1.910, 4.663], [-1.949, -2.858, 3.182], [-3.095, -1.473, 3.110], [0.708, -1.590, 3.229], [0.719, -2.393, 2.481], [0.886, -2.041, 4.218], [1.527, -0.889, 3.014], [-1.749, -0.741, -1.975], [-1.849, -0.379, -3.776], [-2.709, -0.908, -4.210], [-0.927, -0.701, -4.279], [-1.967, 0.705, -3.917], [-2.554, -2.387, -1.874], [-1.939, -3.161, -2.350], [-3.532, -2.336, -2.374], [-2.699, -2.648, -0.816], [-3.153, 0.266, -1.386], [-4.095, -0.102, -1.821], [-3.008, 1.318, -1.658], [-3.195, 0.197, -0.292], [-4.810, 1.869, 2.001], [-3.156, 2.683, 1.605], [-3.343, 3.806, 0.119], [-2.564, 3.718, 3.063], [-1.942, 1.267, 1.420], [-1.280, 0.289, 1.847], [-5.541, 2.626, 2.319], [-4.690, 1.138, 2.815], [-5.212, 1.342, 1.123], [-4.107, 4.562, 0.354], [-2.412, 4.340, -0.113], [-3.673, 3.273, -0.780], [-2.587, 3.147, 4.003], [-1.532, 4.066, 2.896], [-3.204, 4.604, 3.185]]
}


{
  "formula": "C29H55Cl17N2O2",
  "method": "the ωB97M-V functional and the def2-TZVPD basis",
  "de_lowest_kj_mol": 365.7,
  "charge": 0,
  "total_energy_ha": -9220.974230,
  "homo_lumo_gap_ev": [9.2, 9.6],
  "s_squared": 2.010,
  "spin_multiplicity": 3,
  "fmax_ev_per_a": 5.72,
  "homo_energy_ev": [-9.047, -9.820],
  "symbols": ["C", "C", "C", "C", "C", "C", "N", "O", "C", "C", "C", "H", "H", "H", "H", "H", "H", "H", "H", "H", "H", "H", "H", "H", "H", "H", "H", "H", "H", "C", "C", "C", "C", "C", "C", "N", "O", "C", "C", "C", "H", "H", "H", "H", "H", "H", "H", "H", "H", "H", "H", "H", "H", "H", "H", "H", "H", "H", "Cl", "C", "C", "Cl", "H", "H", "H", "H", "Cl", "C", "C", "Cl", "H", "H", "H", "H", "Cl", "C", "C", "Cl", "H", "H", "H", "H", "Cl", "C", "C", "Cl", "H", "H", "H", "H", "C", "Cl", "Cl", "Cl", "H", "C", "Cl", "Cl", "Cl", "H", "C", "Cl", "Cl", "Cl", "H"],
  "positions_angstrom": [[6.516, -1.518, -5.431], [7.863, -1.967, -5.750], [7.994, -1.874, -7.318], [8.081, -0.471, -7.918], [9.329, 0.216, -7.301], [9.261, 0.191, -5.718], [9.008, -1.162, -5.167], [9.149, -1.279, -3.729], [10.756, 0.632, -5.401], [8.324, 1.333, -5.223], [8.037, -3.524, -5.395], [6.441, -0.502, -5.819], [6.263, -1.301, -4.393], [5.695, -2.158, -5.753], [8.899, -2.425, -7.572], [7.163, -2.388, -7.802], [7.207, 0.121, -7.648], [8.221, -0.431, -8.998], [9.317, 1.253, -7.637], [10.240, -0.233, -7.695], [10.874, 0.831, -4.336], [11.456, -0.145, -5.708], [11.037, 1.563, -5.893], [8.889, 2.262, -5.298], [7.414, 1.458, -5.809], [7.974, 1.178, -4.202], [7.762, -3.652, -4.348], [9.085, -3.765, -5.570], [7.415, -4.275, -5.881], [-7.685, -0.313, 6.018], [-7.001, -0.618, 7.311], [-8.015, -1.615, 8.043], [-7.941, -3.055, 7.521], [-6.466, -3.484, 7.595], [-5.441, -2.630, 6.821], [-5.569, -1.171, 7.214], [-4.589, -0.244, 6.718], [-4.061, -3.136, 7.252], [-5.638, -2.991, 5.383], [-7.010, 0.689, 8.126], [-7.173, 0.468, 5.455], [-8.696, 0.028, 6.243], [-7.823, -1.193, 5.390], [-7.841, -1.588, 9.119], [-9.051, -1.277, 8.081], [-8.365, -3.048, 6.517], [-8.577, -3.587, 8.229], [-6.375, -4.486, 7.176], [-6.213, -3.535, 8.654], [-3.303, -2.537, 6.747], [-3.974, -2.996, 8.329], [-3.871, -4.194, 7.077], [-5.169, -2.243, 4.743], [-5.068, -3.898, 5.183], [-6.687, -3.184, 5.158], [-6.485, 1.538, 7.688], [-6.451, 0.463, 9.034], [-8.009, 1.035, 8.389], [-11.814, 7.659, -1.368], [-10.056, 7.597, -0.902], [-9.762, 6.752, 0.353], [-10.168, 7.623, 1.911], [-9.742, 8.620, -0.693], [-9.533, 7.256, -1.795], [-8.702, 6.497, 0.366], [-10.237, 5.772, 0.393], [-0.907, -7.690, -2.144], [-2.472, -7.276, -1.450], [-3.169, -6.153, -2.201], [-2.201, -4.638, -1.979], [-2.320, -7.052, -0.394], [-3.099, -8.167, -1.454], [-4.124, -5.890, -1.747], [-3.336, -6.304, -3.267], [5.409, -6.690, 1.914], [4.318, -5.666, 2.899], [4.165, -4.296, 2.340], [3.297, -3.162, 3.324], [4.756, -5.584, 3.894], [3.363, -6.187, 2.976], [3.586, -4.297, 1.417], [5.126, -3.827, 2.129], [1.517, 3.342, -0.812], [0.121, 2.545, -0.130], [-1.184, 2.771, -0.955], [-2.684, 2.489, 0.027], [0.054, 2.943, 0.882], [0.221, 1.462, -0.067], [-1.251, 2.215, -1.890], [-1.281, 3.814, -1.258], [2.089, 4.373, 8.789], [0.621, 5.186, 9.450], [3.487, 4.399, 9.951], [2.458, 4.992, 7.185], [1.845, 3.317, 8.670], [1.449, 10.501, -5.585], [0.481, 11.386, -6.803], [2.928, 9.989, -6.316], [0.448, 9.147, -4.927], [1.645, 11.283, -4.852], [-0.417, 2.856, -9.307], [-1.948, 3.673, -8.949], [-0.635, 1.725, -10.619], [0.212, 1.939, -7.873], [0.322, 3.590, -9.629]]
}


{
  "formula": "C29H55N2O7",
  "method": "the ωB97M-V functional and the def2-TZVPD basis",
  "charge": 1,
  "total_energy_ha": -1773.494610,
  "homo_lumo_gap_ev": 6.2,
  "fmax_ev_per_a": 4.89,
  "homo_energy_ev": -11.090,
  "symbols": ["C", "C", "C", "N", "N", "C", "C", "C", "C", "C", "C", "C", "C", "C", "C", "C", "C", "C", "O", "C", "H", "H", "H", "H", "H", "H", "H", "H", "H", "H", "H", "H", "H", "H", "H", "H", "H", "H", "H", "H", "H", "H", "H", "H", "H", "H", "H", "H", "H", "H", "H", "O", "C", "O", "C", "C", "C", "H", "H", "H", "H", "H", "H", "H", "H", "O", "C", "O", "C", "C", "C", "H", "H", "H", "H", "H", "H", "H", "H", "O", "C", "O", "C", "C", "C", "H", "H", "H", "H", "H", "H", "H", "H"],
  "positions_angstrom": [[5.991, 2.969, 0.223], [4.865, 1.928, -0.357], [5.051, 1.545, -1.957], [6.267, 0.860, -2.507], [6.624, 0.424, -3.739], [5.674, 0.621, -4.857], [4.270, 1.392, -4.572], [3.860, 1.912, -3.073], [2.463, 2.695, -2.714], [2.289, 3.872, -3.889], [1.139, 4.981, -3.522], [1.599, 6.011, -2.306], [0.167, 6.554, -1.635], [-0.283, 5.380, -0.564], [-1.874, 5.610, -0.222], [-2.873, 4.877, -1.345], [-2.623, 3.224, -1.362], [-4.087, 2.510, -1.549], [-4.100, 1.071, -1.148], [-3.211, 0.299, -2.066], [6.109, 2.716, 1.384], [7.057, 2.867, -0.250], [5.551, 4.067, 0.193], [5.002, 0.908, 0.246], [3.786, 2.314, -0.121], [7.007, 0.681, -1.759], [5.938, 0.229, -5.944], [3.529, 1.546, -5.483], [1.523, 1.960, -2.692], [2.595, 3.255, -1.686], [2.154, 3.376, -4.942], [3.341, 4.435, -3.908], [0.959, 5.673, -4.469], [0.144, 4.387, -3.277], [2.263, 5.439, -1.501], [2.268, 6.899, -2.694], [-0.616, 6.670, -2.526], [0.298, 7.617, -1.135], [0.421, 5.391, 0.394], [-0.081, 4.340, -1.090], [-2.141, 5.230, 0.873], [-2.179, 6.758, -0.251], [-2.614, 5.290, -2.429], [-3.974, 5.158, -1.061], [-2.098, 2.989, -0.321], [-1.878, 3.043, -2.265], [-4.870, 3.073, -0.855], [-4.364, 2.580, -2.694], [-3.331, 0.611, -3.197], [-2.095, 0.376, -1.699], [-3.475, -0.864, -2.031], [-0.226, -0.313, -2.443], [0.295, -0.981, -1.551], [0.202, -2.327, -1.558], [0.935, -3.200, -0.681], [0.215, -3.369, 0.643], [0.964, -0.306, -0.388], [1.968, -2.861, -0.559], [0.988, -4.172, -1.185], [0.124, -2.419, 1.176], [0.748, -4.076, 1.285], [-0.802, -3.738, 0.480], [0.208, -0.033, 0.353], [1.460, 0.601, -0.750], [1.739, -0.908, 0.082], [-1.627, -2.050, 4.342], [-2.693, -2.253, 3.763], [-3.119, -3.512, 3.532], [-4.430, -3.854, 3.046], [-4.482, -3.784, 1.532], [-3.494, -1.104, 3.220], [-5.200, -3.240, 3.524], [-4.618, -4.885, 3.363], [-4.283, -2.773, 1.168], [-5.463, -4.097, 1.165], [-3.717, -4.433, 1.093], [-3.097, -0.819, 2.242], [-3.401, -0.258, 3.909], [-4.559, -1.312, 3.137], [-1.151, -6.381, 2.076], [-0.963, -6.604, 3.272], [-0.285, -7.701, 3.667], [0.155, -7.947, 5.015], [-0.946, -8.591, 5.835], [-1.566, -5.708, 4.315], [0.546, -7.035, 5.475], [0.999, -8.642, 4.943], [-1.819, -7.938, 5.921], [-0.590, -8.826, 6.842], [-1.288, -9.514, 5.358], [-2.602, -6.008, 4.493], [-1.547, -4.678, 3.944], [-1.020, -5.701, 5.256]]
}